C37H59CaCl3N13O | ωB97M-V with the def2-TZVPD basis set

Geometry as XYZ:
```
114
Properties=species:S:1:pos:R:3:lowdin_charge:R:1
Ca 15.3726 -11.4986 -9.1647 1.33
C 18.3783 -12.6204 -6.6766 -0.04
N 19.4092 -13.1328 -7.5374 -0.14
C 20.5077 -13.8141 -6.8759 -0.04
C 19.3151 -13.1693 -8.8844 -0.39
N 18.2065 -12.9518 -9.5245 0.10
C 18.2041 -12.8003 -10.9717 -0.20
C 17.0431 -13.6269 -11.5368 -0.17
N 15.6920 -13.2119 -11.1036 -0.21
C 14.8702 -12.5423 -12.1667 -0.15
C 15.5432 -11.2873 -12.7167 -0.23
N 15.7746 -10.2592 -11.7213 0.06
C 15.9337 -9.0343 -12.2188 -0.40
N 15.9988 -8.6773 -13.5489 -0.19
C 15.1259 -7.5975 -13.9276 -0.06
C 16.9734 -9.2362 -14.4119 -0.07
N 16.1332 -7.9972 -11.3463 -0.13
C 15.4314 -8.0446 -10.0612 -0.09
C 16.6333 -6.7093 -11.6966 -0.07
C 14.9488 -14.3642 -10.6187 -0.19
C 15.4791 -14.9865 -9.3224 -0.21
N 15.4417 -14.0716 -8.1848 0.05
C 15.0861 -14.5426 -7.0264 -0.40
N 14.6040 -13.7917 -5.9838 -0.12
C 14.9985 -14.2336 -4.5680 0.00
C 14.3292 -12.3859 -6.2601 -0.08
N 14.9807 -15.9302 -6.7637 -0.21
C 13.7900 -16.4911 -6.1666 -0.07
C 16.0007 -16.9359 -7.0126 -0.07
N 20.5040 -13.4240 -9.5658 -0.22
C 21.6935 -12.6303 -9.2902 -0.05
C 20.7125 -14.5982 -10.3276 -0.10
H 17.5434 -13.3231 -6.4981 0.08
H 17.9880 -11.7464 -7.1647 0.05
H 18.7940 -12.3113 -5.7071 0.10
H 20.1001 -14.6054 -6.2253 0.10
H 21.0665 -13.0554 -6.2915 0.10
H 21.1742 -14.3123 -7.5965 0.08
H 19.1344 -13.1949 -11.5076 0.12
H 18.0917 -11.7425 -11.2069 0.08
H 17.1915 -14.7082 -11.3673 0.12
H 17.0339 -13.5517 -12.5819 0.09
H 13.9876 -12.1758 -11.7107 0.07
H 14.6844 -13.2142 -13.0029 0.14
H 14.9594 -10.8482 -13.5359 0.13
H 16.5055 -11.5289 -13.1108 0.08
H 14.4089 -7.4634 -13.0728 0.10
H 14.4574 -7.8535 -14.7688 0.10
H 15.5712 -6.6952 -14.2125 0.06
H 17.7080 -9.8173 -13.8396 0.09
H 17.5366 -8.4840 -15.0249 0.11
H 16.5273 -9.9327 -15.1241 0.08
H 14.5330 -7.3602 -10.0263 0.11
H 15.9931 -7.7392 -9.1942 0.07
H 15.1085 -9.0171 -9.8624 -0.01
H 17.0433 -6.6468 -12.7208 0.09
H 17.4428 -6.3571 -11.0956 0.08
H 15.8084 -5.9502 -11.6823 0.11
H 14.8772 -15.1647 -11.3155 0.11
H 13.8929 -13.9974 -10.4291 0.13
H 16.5114 -15.3928 -9.4036 0.10
H 14.9656 -15.9028 -8.9987 0.11
H 15.1818 -15.3148 -4.5368 0.07
H 14.1039 -14.0776 -3.9375 0.10
H 15.8482 -13.7109 -4.1823 0.07
H 13.5728 -12.2478 -7.0391 0.05
H 15.2429 -11.8944 -6.4831 0.04
H 13.9106 -11.9079 -5.3984 0.09
H 13.1447 -15.7216 -5.7848 0.08
H 14.1140 -17.0575 -5.3196 0.08
H 13.2316 -17.1151 -6.8833 0.10
H 16.8734 -16.4509 -7.5072 0.09
H 15.6130 -17.8336 -7.5632 0.11
H 16.3917 -17.2392 -6.0653 0.07
H 21.4547 -11.9243 -8.4961 0.09
H 21.9766 -12.2513 -10.2308 0.07
H 22.5135 -13.2577 -8.8823 0.09
H 19.8085 -15.1441 -10.5910 0.09
H 21.3966 -15.3490 -9.8296 0.10
H 21.1616 -14.4011 -11.3132 0.09
N 16.2618 -9.1493 -6.1584 0.12
C 17.3064 -9.1077 -7.1198 -0.34
C 18.4513 -8.4299 -6.7157 0.01
C 19.4028 -8.1466 -7.6933 -0.04
C 19.3135 -8.8142 -8.8943 -0.04
C 18.2123 -9.6394 -9.0741 -0.14
N 17.1920 -9.7398 -8.2399 0.05
C 14.9010 -8.9987 -6.4409 -0.31
C 14.0885 -8.3761 -5.4857 -0.03
C 12.7526 -8.2668 -5.6988 -0.09
C 12.2175 -8.6841 -6.8974 -0.03
C 13.1142 -9.3337 -7.7915 -0.10
N 14.4488 -9.5220 -7.5935 0.06
H 16.5443 -8.7412 -5.2585 0.14
H 18.4433 -7.9780 -5.7428 0.11
H 20.2691 -7.5543 -7.4499 0.11
H 20.0931 -8.7051 -9.6691 0.12
H 18.1951 -10.2440 -9.9497 0.07
H 14.4747 -8.0336 -4.5038 0.13
H 12.2013 -7.6812 -4.9474 0.13
H 11.1530 -8.5705 -7.1535 0.12
H 12.6501 -9.7709 -8.6758 0.08
Cl 7.9505 -12.0833 -12.1507 0.70
C 9.4443 -11.8460 -11.3738 -0.72
C 10.3306 -10.8782 -11.8043 -0.12
C 11.6136 -10.7488 -11.1999 -0.58
Cl 12.5673 -9.3667 -11.5445 0.78
C 12.0741 -11.6180 -10.2215 -0.56
O 13.2210 -11.5282 -9.6947 -0.36
C 11.0704 -12.5246 -9.7417 -0.62
Cl 11.4361 -13.4762 -8.3990 0.76
C 9.8207 -12.6770 -10.3047 -0.14
H 10.0189 -10.3012 -12.6543 0.10
H 9.0857 -13.3719 -9.9017 0.11
```

E_HOMO = -9.3 eV
HOMO-LUMO gap = 7.45 eV
charge = +1
E = -116747.964 eV